Molecular formula: C7H14N2S
Method: DFT, ωB97M-V/def2-TZVPD

The frontier orbital gap (spin up / spin down) is 0.293 / 0.293 hartree. The relative energy (zero: lowest compared OMol25 entry of this formula, charge and spin) is 92.9 kcal per mole. The largest force on an atom is 5.76 eV/A. The value obtained for the calculated total energy is -781.9602 Ha.

The geometry in ORCA input format:
```
! wB97M-V def2-TZVPD RIJCOSX def2/J DEFGRID3
* xyz 2 1
C -1.2945 -0.8762 0.1687
C -0.0101 -1.2652 -0.0308
C -1.1804 1.5017 0.3852
C 1.1088 0.8918 0.5801
C 1.8376 2.0783 0.3074
C 2.3792 -0.9218 0.2835
C -4.2375 -0.4930 0.8780
N -1.7778 0.4596 0.0549
N 1.1387 -0.3085 -0.2809
S -3.5285 0.5064 -0.4041
H -2.0859 -1.5241 0.5202
H 0.1740 -2.3049 -0.0104
H -1.5529 2.4645 0.3831
H 0.9897 0.6387 1.6644
H 2.0285 2.3629 -0.7539
H 2.8207 2.0985 0.8173
H 1.3697 2.9537 0.8145
H 3.2160 -0.2280 0.0872
H 2.4305 -1.2696 1.2832
H 2.4846 -1.7902 -0.2112
H -5.2175 -0.6955 0.6697
H -4.3993 0.2563 1.7286
H -3.6372 -1.3947 1.0685
H 1.2155 0.0148 -1.2659
*
```

***

Molecular formula: CH3Cl2NO2S
Method: DFT, ωB97M-V/def2-TZVPD

The frontier orbital gap (spin up / spin down) is 0.246 / 0.270 hartree. The expectation value of S² is 2.008. The relative energy (zero: lowest compared OMol25 entry of this formula, charge and spin) is 45.8 kcal per mole. The largest force on an atom is 4.13 eV/A. The value obtained for the calculated total energy is -1563.4620 Ha.

The geometry in ORCA input format:
```
! wB97M-V def2-TZVPD RIJCOSX def2/J DEFGRID3
* xyz 0 3
C 1.3946 -0.1322 -0.0450
N -1.2885 -0.4373 -0.7816
O -0.2717 1.9518 -0.1591
O -0.5503 0.4039 1.7247
S -0.1849 0.6360 0.3722
Cl -1.3201 -1.9659 0.0072
Cl -2.8132 0.3419 -0.7311
H 2.1620 0.6253 0.0530
H 1.5568 -0.9587 0.6320
H 1.3152 -0.4647 -1.0724
*
```

***

Molecular formula: C4H14N2O
Method: DFT, ωB97M-V/def2-TZVPD

The frontier orbital gap is 0.377 hartree. As for the structure (SMILES): CC[C@H](N)CN.O. The relative energy (zero: lowest compared OMol25 entry of this formula, charge and spin) is 22.0 kcal per mole. The largest force on an atom is 1.65 eV/A. The value obtained for the calculated total energy is -345.5411 Ha.

The geometry in ORCA input format:
```
! wB97M-V def2-TZVPD RIJCOSX def2/J DEFGRID3
* xyz 0 1
C -0.2780 0.8282 -2.1351
C -1.0266 -0.0489 -1.1392
C -0.2817 -0.2260 0.1915
N 1.1155 -0.6582 0.0741
C -1.0727 -1.0617 1.1774
N -0.6264 -0.8552 2.5455
H -0.9218 1.0492 -2.9920
H 0.1935 1.6928 -1.6715
H 0.4887 0.2024 -2.6045
H -1.2970 -1.0165 -1.5397
H -1.9200 0.5145 -0.8561
H -0.1617 0.7559 0.6587
H 1.1446 -1.6736 -0.0476
H 1.6053 -0.2328 -0.6981
H -2.1078 -0.7569 1.0276
H -0.9709 -2.1229 0.8838
H -0.9769 -1.5999 3.1350
H 0.3828 -0.8703 2.6054
O 2.3744 2.3908 0.3573
H 1.4759 2.1294 0.5850
H 2.8605 1.5597 0.4426
*
```

***

Molecular formula: C37H79NO22P2
Method: DFT, ωB97M-V/def2-TZVPD

The frontier orbital gap is 0.326 hartree. As for the structure (SMILES): COCCCCCCCCP[PH2]=N.CCOC(=O)OC.CCOC(=O)OC.CCOC(=O)OC.CCOC(=O)OC.CCOC(=O)OC.CCOC(=O)OC.CCOC(=O)OC. The largest force on an atom is 1.16 eV/A. The value obtained for the calculated total energy is -3849.9428 Ha.

The geometry in ORCA input format:
```
! wB97M-V def2-TZVPD RIJCOSX def2/J DEFGRID3
* xyz 0 1
C -0.3556 -1.7245 -1.4099
O 0.4407 -2.4142 -2.3369
C -0.1255 -2.4770 -3.6378
C 0.1115 -1.1950 -4.4561
C -1.1299 -0.6258 -5.1836
C -1.5733 0.7570 -4.6612
C -2.6370 0.6160 -3.5749
C -3.1003 1.9590 -2.9690
C -4.6296 2.0944 -2.9857
C -5.2974 1.0398 -2.0969
P -7.1404 0.8997 -2.3123
P -7.3982 -1.1288 -3.0609
N -8.8333 -1.3501 -3.6752
H -1.4143 -2.0075 -1.4780
H -0.2903 -0.6343 -1.5353
H -0.0142 -1.9538 -0.3998
H 0.3990 -3.3040 -4.1175
H -1.1871 -2.7519 -3.5867
H 0.8642 -1.4290 -5.2099
H 0.5336 -0.4329 -3.7974
H -0.9895 -0.6089 -6.2641
H -1.9674 -1.3074 -4.9949
H -1.9860 1.3312 -5.4961
H -0.6982 1.2892 -4.2774
H -3.4911 0.0820 -4.0032
H -2.2255 -0.0108 -2.7788
H -2.6364 2.8067 -3.4746
H -2.8146 1.9509 -1.9129
H -4.8907 3.0716 -2.5693
H -4.9936 2.0314 -4.0149
H -4.8696 0.0436 -2.2469
H -5.1318 1.3023 -1.0496
H -7.4416 1.6421 -3.4723
H -6.3309 -1.3659 -3.9644
H -7.0792 -1.9537 -1.9620
H -9.3107 -2.0814 -3.1587
C -3.1834 3.9070 3.7607
C -2.8805 2.5647 3.1325
O -2.5995 2.6811 1.7264
C -1.3944 3.1642 1.3775
O -0.5173 3.5343 2.1126
O -1.3821 3.1878 0.0460
C -0.2562 3.8012 -0.6185
H -3.9902 4.4053 3.2215
H -3.4839 3.7755 4.7997
H -2.3102 4.5573 3.7323
H -3.7654 1.9224 3.2084
H -2.0537 2.0621 3.6331
H 0.7153 3.4236 -0.3070
H -0.2976 4.8751 -0.4441
H -0.3911 3.6024 -1.6781
C -0.5793 -7.9234 -8.3809
C 0.6718 -7.8100 -7.5374
O 0.5911 -6.7224 -6.6017
C -0.1510 -6.9539 -5.5209
O -0.7184 -7.9797 -5.2517
O -0.1438 -5.8492 -4.7724
C -0.9472 -5.9274 -3.5935
H -0.7905 -6.9750 -8.8763
H -0.4520 -8.6955 -9.1397
H -1.4419 -8.1820 -7.7685
H 1.5313 -7.5783 -8.1634
H 0.8835 -8.7372 -7.0056
H -0.6892 -6.7965 -2.9926
H -2.0033 -5.9619 -3.8593
H -0.7497 -5.0251 -3.0235
C -9.6526 1.7801 6.1236
C -9.3133 0.4703 5.4460
O -9.0932 0.6375 4.0358
C -7.9134 1.1494 3.7010
O -7.0230 1.4466 4.4549
O -7.8679 1.2585 2.3705
C -6.6609 1.8465 1.8936
H -10.5035 2.2529 5.6317
H -9.9029 1.6073 7.1703
H -8.8126 2.4721 6.0805
H -10.1498 -0.2219 5.5190
H -8.4435 -0.0043 5.8996
H -5.8043 1.3333 2.2913
H -6.6197 2.8989 2.1719
H -6.6703 1.7621 0.8091
C 5.0901 0.6016 -0.4838
C 3.8718 0.5796 -1.3938
O 3.4802 1.9261 -1.7272
C 4.2773 2.5082 -2.6211
O 5.2264 2.0071 -3.1632
O 3.8321 3.7509 -2.8202
C 4.6360 4.5267 -3.7128
H 4.8997 1.2188 0.3955
H 5.3404 -0.4061 -0.1514
H 5.9501 1.0167 -1.0086
H 3.0077 0.1387 -0.8985
H 4.0634 0.0038 -2.2984
H 4.7786 4.0085 -4.6585
H 5.6011 4.7434 -3.2577
H 4.0960 5.4540 -3.8799
C 9.4562 5.4227 2.7619
C 9.2161 3.9685 2.4187
O 8.0144 3.4679 3.0223
C 6.8638 3.8203 2.4300
O 6.7630 4.4875 1.4345
O 5.8425 3.3229 3.1443
C 4.5483 3.6575 2.6103
H 9.4539 5.5628 3.8436
H 10.4187 5.7485 2.3671
H 8.6782 6.0570 2.3394
H 10.0142 3.3486 2.8236
H 9.1802 3.8105 1.3407
H 4.4450 3.3550 1.5698
H 4.3934 4.7311 2.7056
H 3.8073 3.1286 3.2023
C 7.6131 0.2247 5.1045
C 7.9752 -0.3698 3.7575
O 7.3997 -1.6624 3.5717
C 6.1293 -1.5859 3.2194
O 5.5310 -0.5680 2.9854
O 5.6210 -2.8063 3.1033
C 4.2679 -2.7227 2.6856
H 7.9018 -0.4523 5.9100
H 8.1194 1.1798 5.2428
H 6.5401 0.3957 5.1842
H 9.0522 -0.5102 3.6885
H 7.6667 0.2795 2.9380
H 4.1950 -2.1333 1.7733
H 3.6491 -2.2787 3.4635
H 3.9296 -3.7361 2.4934
C -1.4359 -1.9563 1.7485
C -0.8826 -1.0147 2.7908
O -1.1329 -1.4937 4.1249
C -0.2826 -2.4406 4.4949
O 0.6212 -2.8242 3.8063
O -0.5748 -2.8414 5.7310
C 0.2594 -3.8933 6.2242
H -2.4988 -2.1345 1.9318
H -1.3164 -1.5265 0.7526
H -0.9229 -2.9166 1.7730
H -1.3837 -0.0743 2.7262
H 0.1852 -0.8325 2.6596
H 1.3109 -3.6270 6.1436
H 0.0661 -4.8155 5.6785
H -0.0056 -4.0260 7.2688
*
```

***

Molecular formula: C27H38BrHfN8O
Method: DFT, ωB97M-V/def2-TZVPD

The frontier orbital gap is 0.259 hartree. The relative energy (zero: lowest compared OMol25 entry of this formula, charge and spin) is 11.4 kcal per mole. The largest force on an atom is 2.05 eV/A. The value obtained for the calculated total energy is -4186.1884 Ha.

The geometry in ORCA input format:
```
! wB97M-V def2-TZVPD RIJCOSX def2/J DEFGRID3
* xyz 3 1
Hf 0.1408 -0.3071 0.0720
Br -2.1056 0.6414 1.8776
C -2.3416 -1.1794 2.5675
C -3.3822 -1.3264 3.4387
C -3.6489 -2.5879 3.9863
C -2.8516 -3.6447 3.6519
C -1.7589 -3.4845 2.7727
C -0.9300 -4.5894 2.4941
C 0.1424 -4.4576 1.6599
C 0.4174 -3.2161 1.0615
C -0.3539 -2.0743 1.2683
C -1.4649 -2.2148 2.1671
H -3.9954 -0.4846 3.7169
H -4.4674 -2.7028 4.6756
H -3.0425 -4.6239 4.0644
H -1.1653 -5.5313 2.9669
H 0.7762 -5.3029 1.4407
H 1.3107 -3.1817 0.4355
N -0.3952 1.8763 -0.7287
C -0.1106 3.1086 0.0625
C 1.3966 3.3228 0.2590
C 1.8895 3.1618 1.7008
C 2.2592 1.7396 2.1075
N 1.1073 0.7919 2.0680
H 0.0922 2.0030 -1.6222
H -1.3903 1.9182 -0.9745
H -0.6226 3.0310 1.0244
H -0.5352 3.9759 -0.4513
H 1.6360 4.3393 -0.0467
H 1.9549 2.6522 -0.4019
H 1.1494 3.5692 2.3916
H 2.7927 3.7634 1.8225
H 2.6686 1.7852 3.1189
H 3.0455 1.3593 1.4533
H 0.3882 1.2435 2.6427
H 1.3854 -0.0318 2.6194
C 1.1482 -0.1275 -4.5504
C 0.6220 -0.8337 -3.3458
O 0.5615 -0.2778 -2.2195
N 0.2234 -2.0906 -3.5016
C -0.3371 -2.8694 -2.4028
C -1.7222 -2.3643 -2.0567
C -2.8364 -3.0054 -2.5843
C -4.1043 -2.5008 -2.3386
C -4.2027 -1.3286 -1.6054
C -3.0440 -0.7507 -1.1185
N -1.8131 -1.2521 -1.2996
H 1.7026 0.7623 -4.2674
H 0.3169 0.1827 -5.1875
H 1.7899 -0.7776 -5.1388
H 0.2461 -2.5070 -4.4245
H 0.3341 -2.7799 -1.5342
H -0.3811 -3.9145 -2.7122
H -2.7140 -3.8978 -3.1772
H -4.9804 -2.9933 -2.7276
H -5.1572 -0.8694 -1.4063
H -3.1126 0.1742 -0.5640
C 6.2980 1.2769 0.3647
C 6.6617 -0.1765 0.6577
C 6.4292 -0.5577 2.1136
C 5.9230 -1.1641 -0.2849
N 4.5105 -0.9272 -0.2951
C 3.8402 0.0305 -0.9645
N 2.5764 -0.0097 -0.5886
N 2.5000 -1.0188 0.3020
N 3.6486 -1.5497 0.4732
H 6.8843 1.9382 0.9960
H 5.2473 1.4941 0.5680
H 6.5228 1.5357 -0.6670
H 7.7226 -0.3066 0.4340
H 5.3687 -0.5836 2.3596
H 6.9177 0.1576 2.7675
H 6.8498 -1.5364 2.3233
H 6.0963 -2.1833 0.0606
H 6.2948 -1.0416 -1.3009
H 4.2643 0.6921 -1.6906
*
```

***

Molecular formula: C12H27ClErNO2P2
Method: DFT, ωB97M-V/def2-TZVPD

The frontier orbital gap (spin up / spin down) is 0.239 / 0.239 hartree. The expectation value of S² is 3.753. The relative energy (zero: lowest compared OMol25 entry of this formula, charge and spin) is 0.0 kcal per mole. The largest force on an atom is 3.01 eV/A. The value obtained for the calculated total energy is -2836.5913 Ha.

The geometry in ORCA input format:
```
! wB97M-V def2-TZVPD RIJCOSX def2/J DEFGRID3
* xyz 0 4
C -0.8101 0.7146 -4.0534
C -0.9555 0.2507 -2.7332
N -0.1089 0.7230 -1.7319
C 0.7529 1.7083 -2.0550
C 0.7876 2.3010 -3.3081
C 0.0227 1.7668 -4.3405
C -1.9738 -0.7159 -2.4259
P -2.6147 -1.0399 -0.7963
Er -0.3236 -0.0608 0.6285
P 2.0655 1.2911 0.4671
C 1.6419 2.3510 -0.9941
O -0.2486 -3.0226 -2.9996
O -0.0973 -3.2294 -0.4105
H -1.4145 0.2325 -4.8260
H 1.4325 3.1504 -3.4541
H 0.0719 2.1846 -5.3263
C -4.0290 0.0652 -0.8012
C -3.3438 -2.7137 -0.6965
H 2.5931 2.7060 -1.4256
H 1.1331 3.2203 -0.5469
H -0.9852 -2.3347 -2.9613
H -2.6137 -1.0030 -3.2965
C 2.7607 2.4988 1.6543
C 3.7026 0.6694 -0.2015
H 0.2805 -2.2230 0.1679
H 0.6613 -3.8796 -0.2700
H 0.0332 -3.1027 -1.3451
H 0.4402 -2.6087 -3.5780
H 0.2216 1.7488 1.1696
H 2.0054 -2.3956 1.2606
H -4.8645 -0.3640 -1.3452
H -4.3183 0.2529 0.2272
H -3.7590 1.0108 -1.2621
H -4.1273 -2.8773 -1.4453
H -2.5939 -3.5075 -0.7941
H -3.7964 -2.8192 0.2992
H 4.4355 1.4893 -0.2861
H 4.1208 -0.0951 0.4678
H 3.5813 0.2123 -1.1934
H 3.6574 3.0071 1.2701
H 1.9598 3.2195 1.8526
H 2.9944 1.9712 2.5892
Cl -1.9631 0.0217 2.4581
C 1.1248 -1.7731 1.4577
H 1.4935 -0.8357 2.0093
H 0.6100 -2.3672 2.2672
*
```